{"formula": "C6H10O", "method": "ωB97M-V/def2-TZVPD", "de_lowest_ev": 3.046, "lumo_ev": 1.1, "homo_ha": -0.3314, "homo_lumo_gap_ev": 10.094, "total_charge": 0, "elements": ["C", "C", "C", "C", "C", "C", "O", "H", "H", "H", "H", "H", "H", "H", "H", "H", "H"], "xyz": [[1.875, 0.441, -0.716], [0.456, 0.114, 0.137], [0.152, -1.356, 0.452], [-1.304, -1.135, -0.063], [-0.977, 0.311, -0.401], [-1.068, 1.395, 0.631], [0.264, 1.074, 1.165], [2.651, 0.274, 0.041], [2.048, -0.244, -1.561], [1.932, 1.486, -1.057], [0.732, -2.064, -0.149], [0.264, -1.600, 1.511], [-2.077, -1.192, 0.710], [-1.589, -1.775, -0.899], [-0.397, 0.621, -1.457], [-1.860, 1.214, 1.367], [-1.102, 2.436, 0.289]], "mulliken_charge": [-1.422, 1.139, -0.864, -0.581, -0.055, -0.678, -0.491, 0.397, 0.372, 0.354, 0.289, 0.260, 0.250, 0.260, 0.288, 0.249, 0.232]}